{
  "formula": "C38H88N2O12",
  "method": "wB97M-V/def2-TZVPD",
  "energy_ha": -2512.5075,
  "homo_energy_ha": -0.292,
  "total_charge": 0,
  "homo_lumo_gap_ha": 0.3126,
  "lumo_energy_ev": 0.55,
  "smiles": "CC1(C)CCCC(C)(C)N1O.CC1(C)CCCC(C)(C)N1O.COCCOC.COCCOC.COCCOC.COCCOC.COCCOC",
  "de_lowest_ev": 6.669,
  "species": ["C", "C", "C", "C", "C", "C", "C", "C", "C", "N", "O", "H", "H", "H", "H", "H", "H", "H", "H", "H", "H", "H", "H", "H", "H", "H", "H", "H", "H", "H", "C", "C", "C", "C", "C", "C", "C", "C", "C", "N", "O", "H", "H", "H", "H", "H", "H", "H", "H", "H", "H", "H", "H", "H", "H", "H", "H", "H", "H", "H", "C", "O", "C", "C", "O", "C", "H", "H", "H", "H", "H", "H", "H", "H", "H", "H", "C", "O", "C", "C", "O", "C", "H", "H", "H", "H", "H", "H", "H", "H", "H", "H", "C", "O", "C", "C", "O", "C", "H", "H", "H", "H", "H", "H", "H", "H", "H", "H", "C", "O", "C", "C", "O", "C", "H", "H", "H", "H", "H", "H", "H", "H", "H", "H", "C", "O", "C", "C", "O", "C", "H", "H", "H", "H", "H", "H", "H", "H", "H", "H"],
  "coordinates": [[-4.11887, -10.42478, 1.64107], [-4.17574, -8.86237, 2.06185], [-5.17598, -8.65122, 3.14751], [-2.77772, -8.44933, 2.75174], [-1.77635, -7.90304, 1.76555], [-2.39906, -6.96438, 0.75136], [-3.54985, -7.56426, -0.07019], [-4.19190, -6.43128, -0.98436], [-3.09539, -8.69305, -1.04606], [-4.59582, -8.03006, 0.88540], [-5.72744, -8.51665, 0.28206], [-4.11334, -11.11035, 2.48846], [-5.03823, -10.67835, 1.11327], [-3.27432, -10.57543, 0.96865], [-6.20701, -8.60374, 2.79705], [-5.09126, -9.36002, 3.97122], [-5.01406, -7.66601, 3.58483], [-2.78760, -7.66859, 3.51230], [-2.24011, -9.26910, 3.22825], [-0.96862, -7.34510, 2.23924], [-1.40065, -8.70054, 1.12449], [-1.64344, -6.58000, 0.06624], [-2.69721, -6.09843, 1.34241], [-4.95597, -6.85331, -1.63719], [-3.46562, -6.07156, -1.71321], [-4.52015, -5.45756, -0.62075], [-2.54981, -8.26620, -1.88764], [-3.95557, -9.23620, -1.43741], [-2.38253, -9.40227, -0.62539], [-6.01215, -7.65737, -0.03755], [-9.96260, 7.49565, 2.66966], [-10.43510, 6.44057, 1.53842], [-11.30113, 7.13073, 0.39137], [-9.11674, 6.00049, 0.88155], [-8.33583, 4.83213, 1.54157], [-9.35776, 3.71862, 1.71336], [-10.63318, 4.04101, 2.53856], [-11.54437, 2.84901, 2.24525], [-10.40659, 4.33866, 4.05216], [-11.16214, 5.19538, 1.90924], [-12.42832, 5.51073, 2.38117], [-9.19680, 7.15157, 3.36483], [-9.55099, 8.41362, 2.25013], [-10.79227, 7.77253, 3.32011], [-12.08330, 7.71908, 0.87113], [-10.71518, 7.89472, -0.11959], [-11.67683, 6.46540, -0.38600], [-9.38146, 5.58317, -0.08997], [-8.42208, 6.82642, 0.72857], [-7.50598, 4.47424, 0.93218], [-7.97130, 5.12842, 2.52516], [-8.92127, 2.91837, 2.31100], [-9.53115, 3.21261, 0.76362], [-12.51242, 3.14133, 2.65211], [-11.22541, 1.97600, 2.81467], [-11.72723, 2.68275, 1.18365], [-9.86914, 5.28693, 4.04705], [-9.69380, 3.61431, 4.44633], [-11.30586, 4.24824, 4.66146], [-12.24771, 5.90396, 3.23811], [5.29928, -0.12494, -1.44322], [4.26660, -0.27479, -0.45773], [3.34389, -1.28204, -0.89280], [2.36314, -0.86633, -1.97828], [1.12234, -0.36263, -1.60071], [0.99687, 0.69699, -0.61622], [6.07536, -0.89023, -1.45531], [5.80666, 0.76887, -1.08020], [4.87336, 0.10663, -2.41947], [2.73655, -1.65716, -0.06907], [3.93505, -2.17926, -1.07614], [2.24351, -1.74376, -2.61381], [2.77472, -0.09817, -2.63299], [1.76490, 0.62085, 0.15347], [0.04783, 0.74635, -0.08237], [1.38849, 1.61274, -1.05909], [8.83518, -8.88054, -2.73326], [7.76416, -9.39221, -3.47025], [6.52468, -9.16479, -2.71833], [5.19974, -9.38713, -3.51881], [4.75779, -8.37478, -4.51193], [5.76352, -7.91585, -5.41084], [9.73906, -9.17288, -3.26771], [8.81095, -9.39071, -1.77033], [8.82937, -7.81328, -2.51184], [6.40206, -8.15291, -2.33210], [6.38536, -9.64312, -1.74886], [4.32033, -9.45914, -2.87884], [5.31824, -10.32481, -4.06176], [6.34746, -8.77626, -5.73765], [6.54191, -7.33244, -4.91908], [5.55417, -7.50537, -6.39866], [-2.22517, 5.78514, -7.15237], [-2.08580, 7.19799, -7.46944], [-3.34190, 7.79605, -7.10221], [-3.24158, 9.37047, -7.23546], [-3.57068, 9.76631, -8.56035], [-3.91984, 11.13808, -8.77182], [-1.38034, 5.15468, -7.42962], [-3.10754, 5.30901, -7.57996], [-2.35017, 5.75047, -6.07012], [-3.62728, 7.51381, -6.08879], [-4.08741, 7.46861, -7.82685], [-2.27156, 9.77086, -6.94075], [-3.93467, 9.71204, -6.46666], [-4.17902, 11.25592, -9.82398], [-3.05887, 11.69230, -8.39813], [-4.71427, 11.30183, -8.04368], [3.52121, 5.18992, 8.55309], [4.37483, 5.68259, 7.55377], [4.80142, 5.00200, 6.35467], [4.48659, 3.44791, 6.27865], [5.17134, 2.73804, 7.25283], [5.34683, 1.38727, 6.95924], [2.66198, 4.88721, 7.95460], [3.29285, 5.88122, 9.36429], [3.86946, 4.25256, 8.98688], [5.88606, 5.10389, 6.31915], [4.20977, 5.32041, 5.49638], [4.85689, 3.12507, 5.30564], [3.41588, 3.24377, 6.28013], [4.46287, 0.87286, 6.58229], [5.75900, 0.79406, 7.77554], [6.04344, 1.28474, 6.12719], [16.55769, 2.11447, 1.70008], [16.12976, 2.69706, 0.53279], [15.72883, 1.69863, -0.44299], [14.83114, 2.18256, -1.60791], [13.52502, 2.59863, -1.20462], [13.33626, 3.97417, -1.41650], [16.77499, 2.81379, 2.50744], [17.34086, 1.37770, 1.52143], [15.76138, 1.54059, 2.17404], [15.14713, 0.91545, 0.04318], [16.68366, 1.29325, -0.77777], [14.49675, 1.40601, -2.29584], [15.37746, 2.85238, -2.27197], [14.09614, 4.52719, -0.86435], [12.40332, 4.38801, -1.03379], [13.52842, 4.16001, -2.47321]],
  "mulliken_charge": [-1.65, 1.40, -1.79, -1.00, -0.70, -1.25, 1.61, -2.05, -1.70, 0.11, -0.46, 0.44, 0.41, 0.33, 0.36, 0.39, 0.43, 0.40, 0.31, 0.41, 0.30, 0.42, 0.42, 0.54, 0.43, 0.36, 0.45, 0.35, 0.32, 0.44, -1.56, 1.30, -1.77, -1.19, -0.67, -1.37, 1.59, -2.03, -1.47, 0.11, -0.45, 0.37, 0.40, 0.38, 0.38, 0.40, 0.39, 0.40, 0.47, 0.38, 0.32, 0.47, 0.40, 0.43, 0.41, 0.43, 0.34, 0.40, 0.38, 0.36, -0.71, -0.33, -0.68, -0.25, -0.36, -0.73, 0.29, 0.24, 0.30, 0.38, 0.41, 0.26, 0.31, 0.27, 0.29, 0.31, -0.75, -0.30, -0.57, -0.60, -0.39, -0.67, 0.25, 0.32, 0.31, 0.38, 0.52, 0.34, 0.33, 0.27, 0.24, 0.32, -0.72, -0.32, -0.49, -0.58, -0.30, -0.65, 0.28, 0.29, 0.30, 0.39, 0.31, 0.35, 0.35, 0.22, 0.28, 0.29, -0.57, -0.37, -0.41, -0.63, -0.31, -0.79, 0.27, 0.25, 0.23, 0.30, 0.29, 0.46, 0.37, 0.33, 0.27, 0.30, -0.76, -0.32, -0.45, -0.67, -0.33, -0.68, 0.28, 0.29, 0.33, 0.33, 0.37, 0.34, 0.43, 0.28, 0.25, 0.31]
}